Below is C4H6N2O as an isolated structure in a non-equilibrium geometry, with properties calculated with ωB97M-V/def2-TZVPD.

XYZ file:
```
13
Properties=species:S:1:pos:R:3:forces:R:3:lowdin_charge:R:1
C -0.1233 -0.4015 -1.3123 1.6 1.0 1.0 -0.18
C 1.0831 -0.4280 1.0284 -0.6 0.4 0.5 -0.01
N -1.3827 -0.3705 -0.7559 -0.8 0.9 1.6 0.09
C 0.5233 0.5656 0.0109 1.9 -1.2 -2.8 -0.52
C -1.2457 0.6897 0.7381 -1.7 -0.8 -0.8 -0.23
O 0.9901 1.6298 -0.2984 -0.8 -0.1 0.7 0.10
N -1.9399 1.1489 1.5487 0.5 0.0 -0.2 0.15
H -1.9983 0.2799 -1.2455 0.0 0.0 0.2 0.11
H 0.3429 -1.3829 -1.2989 -0.1 0.0 -0.1 0.10
H 0.0763 0.1965 -2.1983 -0.1 -0.1 0.0 0.11
H 1.2231 0.1111 1.9638 0.1 -0.1 0.0 0.10
H 0.4088 -1.2654 1.1787 0.0 0.0 0.0 0.09
H 2.0422 -0.7733 0.6407 -0.1 0.1 -0.1 0.10
```
Positions in Å, forces in eV/Å.

Multiplicity: 1
Net charge: 0
Energy relative to the best compared isomer or geometry (same formula, charge and spin) in eV: 5.5629

Below is C5H6O2 in the gas phase in a non-equilibrium geometry, with properties calculated with ωB97M-V/def2-TZVPD.

XYZ file:
```
13
Properties=species:S:1:pos:R:3:forces:R:3:lowdin_charge:R:1
O 0.3608 2.0038 -1.6247 0.0 -0.1 0.3 0.06
C 0.1381 1.1154 -0.8296 0.0 0.4 0.1 -0.43
C 1.0079 0.7852 0.3989 0.1 0.2 0.1 -0.09
C 0.2661 -0.3427 1.1522 0.0 -0.1 -0.1 -0.09
C -0.6206 -0.8259 0.0469 0.1 0.5 -0.2 -0.33
O -1.0222 -2.0850 -0.1470 -0.1 0.1 -0.3 0.10
C -0.9008 0.1113 -0.8823 -0.1 0.5 0.3 0.02
H 1.1496 1.6975 0.9768 0.1 -0.1 0.1 0.12
H 1.9889 0.4350 0.0623 -0.1 0.1 0.0 0.13
H -0.3619 0.0761 1.9517 0.1 -0.2 -0.2 0.13
H 0.9065 -1.1106 1.5932 0.0 0.1 -0.2 0.12
H -1.7748 0.1031 -1.5232 0.4 -0.2 -0.4 0.13
H -1.1795 -1.9722 -1.1072 -0.5 -1.3 0.5 0.13
```
Positions in Å, forces in eV/Å.

Multiplicity: 1
SMILES: O=C1C=C(O)CC1
Net charge: 0
Energy relative to the best compared isomer or geometry (same formula, charge and spin) in eV: 0.8033

Below is C26H23IrN14 as an isolated structure, with properties calculated with ωB97M-V/def2-TZVPD.

XYZ file:
```
64
Properties=species:S:1:pos:R:3:forces:R:3:lowdin_charge:R:1
Ir 0.1984 -0.8385 -0.1073 0.0 0.0 0.0 1.36
C 1.1786 -1.3184 4.0884 0.0 0.0 0.0 -0.04
C 0.4551 -1.2093 2.8906 0.0 0.0 0.0 -0.09
N 1.0512 -1.0112 1.7377 0.0 0.0 0.0 -0.06
C 2.4191 -0.9107 1.6586 0.0 0.0 0.0 -0.12
C 3.2043 -0.9840 2.8229 0.0 0.0 0.0 -0.15
C 2.5371 -1.2011 4.0508 0.0 0.0 0.0 0.00
C 4.6048 -0.8308 2.7230 0.0 0.0 0.0 -0.05
C 5.1558 -0.5961 1.4954 0.0 0.0 0.0 -0.07
C 4.3819 -0.5330 0.3229 0.0 0.0 0.0 -0.01
C 3.0089 -0.7155 0.3567 0.0 0.0 0.0 -0.19
N 2.1115 -0.6980 -0.6745 0.0 0.0 0.0 -0.09
C 2.2961 -0.7383 -2.0297 0.0 0.0 0.0 -0.20
C 3.4752 -0.8424 -2.7483 0.0 0.0 0.0 0.00
C 3.4742 -0.8540 -4.1544 0.0 0.0 0.0 -0.07
C 2.3236 -0.7685 -4.8857 0.0 0.0 0.0 -0.05
C 1.0878 -0.7058 -4.2050 0.0 0.0 0.0 -0.15
C -0.1592 -0.6643 -4.8706 0.0 0.0 0.0 0.00
C -1.3230 -0.6438 -4.1590 0.0 0.0 0.0 -0.04
C -1.2619 -0.6741 -2.7571 0.0 0.0 0.0 -0.09
N -0.1164 -0.7018 -2.1157 0.0 0.0 0.0 -0.06
C 1.0762 -0.7063 -2.7986 0.0 0.0 0.0 -0.13
H 0.6477 -1.4899 5.0136 0.0 0.0 0.0 0.11
H -0.6248 -1.2820 2.8660 0.0 0.0 0.0 0.11
H 3.1242 -1.2722 4.9583 0.0 0.0 0.0 0.12
H 5.2133 -0.8896 3.6154 0.0 0.0 0.0 0.11
H 6.2257 -0.4551 1.4083 0.0 0.0 0.0 0.11
H 4.8845 -0.3133 -0.6028 0.0 0.0 0.0 0.08
H 4.4181 -0.9554 -2.2429 0.0 0.0 0.0 0.08
H 4.4258 -0.9372 -4.6640 0.0 0.0 0.0 0.11
H 2.3380 -0.7723 -5.9673 0.0 0.0 0.0 0.11
H -0.1726 -0.6593 -5.9536 0.0 0.0 0.0 0.12
H -2.2871 -0.6215 -4.6462 0.0 0.0 0.0 0.11
H -2.1546 -0.6841 -2.1447 0.0 0.0 0.0 0.11
N -2.0363 -3.3947 0.3938 0.0 0.0 0.0 0.15
C -0.7585 -3.7149 -0.0169 0.0 0.0 0.0 -0.46
N -0.3469 -4.9496 -0.2138 0.0 0.0 0.1 0.04
N 0.9442 -4.8200 -0.5862 -0.1 0.0 -0.2 -0.08
N 1.2878 -3.5866 -0.6442 0.1 0.0 0.2 -0.04
N 0.2186 -2.8426 -0.2673 0.0 0.0 -0.1 -0.14
C -2.5113 -2.1248 0.5994 0.0 0.0 0.0 -0.47
N -3.7520 -1.8375 0.9634 0.0 0.0 -0.1 0.04
N -3.7744 -0.4971 1.0446 0.0 0.0 0.1 -0.08
N -2.6221 0.0017 0.7620 0.0 0.0 -0.1 -0.06
N -1.7838 -1.0196 0.4618 0.0 0.0 0.1 -0.15
H -2.6741 -4.1596 0.5319 0.0 0.0 0.0 0.14
N 0.0311 1.2104 0.1108 0.1 0.0 0.0 0.08
C -0.7252 2.0423 0.3873 0.0 -0.1 0.0 -0.23
N -1.5424 3.0063 0.6963 0.0 0.0 0.0 -0.07
C -1.9259 3.1635 2.1214 0.0 0.0 0.0 -0.13
C -3.4330 3.0297 2.2613 0.0 0.0 0.0 -0.17
C -4.1684 4.1112 1.4535 0.0 0.0 0.0 -0.18
C -3.3549 4.5543 0.2288 0.0 0.0 0.0 -0.18
C -2.5338 3.4055 -0.3272 0.0 0.0 0.0 -0.14
H -1.5746 4.1376 2.4692 0.0 0.0 0.0 0.12
H -1.4107 2.3899 2.6881 0.0 0.0 0.0 0.12
H -3.6953 3.0924 3.3182 0.0 0.0 0.0 0.12
H -3.7171 2.0318 1.9245 0.0 0.0 0.0 0.08
H -4.3773 4.9815 2.0779 0.0 0.0 0.0 0.11
H -5.1336 3.7177 1.1318 0.0 0.0 0.0 0.11
H -2.6747 5.3683 0.4918 0.0 0.0 0.0 0.12
H -4.0100 4.9354 -0.5546 0.0 0.0 0.0 0.11
H -1.9917 3.6975 -1.2262 0.0 0.0 0.0 0.13
H -3.1713 2.5480 -0.5632 0.0 0.0 0.0 0.12
```
Positions in Å, forces in eV/Å.

Multiplicity: 1
Net charge: 0
Energy relative to the best compared isomer or geometry (same formula, charge and spin) in eV: 0.0000

Below is a 3-piece molecular cluster, C5H12N3O2P overall in a non-equilibrium geometry, with properties calculated with ωB97M-V/def2-TZVPD.

XYZ file:
```
23
Properties=species:S:1:pos:R:3:forces:R:3:lowdin_charge:R:1
C 0.3883 4.7402 -0.0659 1.3 -0.5 -0.4 -0.35
C 2.2606 -2.2916 -0.2833 -1.4 -1.0 0.4 -0.22
C 1.9551 -2.5715 -1.7891 0.4 -1.0 1.8 -0.09
C -1.9926 4.1960 0.6558 -1.8 2.4 -1.8 -0.10
C 1.1827 -2.2375 1.9801 1.1 3.2 -1.3 -0.15
N -0.7207 4.5079 0.1842 -0.3 0.8 0.2 0.06
N 1.2639 -2.3247 0.5369 2.0 0.8 -2.8 -0.09
N -3.4069 -2.3744 -0.1978 1.1 -1.4 1.0 -0.21
O 1.5147 4.8577 -0.3805 0.5 0.5 0.0 0.11
O -1.7229 -0.7830 0.8349 0.2 1.0 0.0 -0.50
P -2.0099 -2.2110 0.7490 -1.1 -1.0 -0.6 0.73
H 3.3279 -2.3018 -0.0440 0.0 0.3 0.6 0.10
H 0.9352 -2.1809 -1.8483 0.0 -0.6 -0.7 0.05
H 2.0610 -3.7379 -1.8502 -0.5 2.2 -0.4 0.10
H 2.6395 -2.0798 -2.5054 -0.3 -0.3 0.5 0.06
H -2.1475 4.5663 1.6785 0.1 -1.4 0.1 0.09
H -2.7650 4.8369 0.0917 1.0 -0.6 0.5 0.10
H -2.1469 3.2396 0.1982 -0.8 -1.2 1.4 0.08
H 2.0739 -2.5187 2.5404 -0.1 -0.3 0.1 0.07
H 0.9053 -1.1242 2.2116 0.3 -2.1 -0.2 0.12
H 0.3291 -2.8238 1.9920 -1.6 -1.3 2.1 -0.02
H -3.7765 -1.5608 -0.6249 -0.6 0.6 -0.5 0.01
H -3.8931 -3.2751 -0.3085 0.4 0.9 -0.1 0.04
```
Positions in Å, forces in eV/Å.

Multiplicity: 1
SMILES: C/C=N/C.CN=C=O.NP=O
Net charge: 0
Energy relative to the best compared isomer or geometry (same formula, charge and spin) in eV: 3.5647

Below is C14H12AuO5 as an isolated structure, with properties calculated with ωB97M-V/def2-TZVPD.

XYZ file:
```
32
Properties=species:S:1:pos:R:3:forces:R:3:lowdin_charge:R:1
Au 0.0894 -0.6717 0.4663 0.1 0.0 0.2 0.95
C 3.4165 1.2011 1.3664 0.0 0.0 0.0 -0.03
C 2.8288 0.3448 0.2791 0.0 0.0 0.1 -0.28
C 2.3215 -0.9448 0.5997 0.0 -0.1 0.0 -0.14
C 1.8387 -1.8129 -0.4256 0.2 0.0 -0.2 -0.38
C 1.6772 -3.2977 -0.1682 -0.1 0.0 0.0 -0.04
C 1.8107 -1.3131 -1.7538 0.0 -0.2 0.0 -0.03
C 2.2872 -0.0585 -2.0651 0.0 0.2 0.0 -0.25
C 2.2603 0.4426 -3.4827 0.0 0.0 0.0 -0.03
C 2.8062 0.7503 -1.0354 0.0 0.0 -0.1 0.00
H 2.6373 1.5971 2.0198 0.0 0.0 0.0 0.09
H 3.9631 2.0434 0.9478 0.0 0.0 0.0 0.09
H 4.1002 0.6243 1.9896 0.0 0.0 0.0 0.09
H 2.5371 -1.3557 1.5802 -0.1 0.0 0.0 0.13
H 0.8005 -3.5410 0.4302 0.0 0.0 0.0 0.08
H 2.5504 -3.6713 0.3663 0.0 0.0 0.0 0.10
H 1.5998 -3.8357 -1.1104 0.0 0.0 0.0 0.09
H 1.4631 -1.9690 -2.5435 0.0 0.0 0.0 0.13
H 1.2656 0.8144 -3.7366 0.0 0.0 0.0 0.09
H 2.5023 -0.3527 -4.1861 0.0 0.0 0.0 0.09
H 2.9654 1.2588 -3.6280 0.0 0.0 0.0 0.08
H 3.2233 1.7173 -1.2915 0.0 0.0 0.0 0.13
O -6.0323 1.6891 1.2208 0.0 0.1 0.0 0.25
C -4.9145 1.3327 1.0536 -0.1 -0.4 0.0 -0.20
C -3.8683 1.0882 2.1830 0.4 0.2 -0.1 -0.19
O -3.9708 1.3293 3.3385 -0.1 0.0 0.1 0.25
C -2.5933 0.5218 1.5000 -0.3 0.0 -0.3 -0.18
C -2.8614 0.3950 -0.0223 -0.2 0.0 0.4 -0.19
O -2.0501 -0.0866 -0.7566 0.0 0.0 -0.1 0.14
C -4.2850 0.9394 -0.3176 0.4 0.2 0.0 -0.20
O -4.7451 1.0909 -1.3990 -0.2 0.0 0.0 0.25
O -1.5427 0.2049 1.9824 0.0 0.0 0.0 0.11
```
Positions in Å, forces in eV/Å.

Multiplicity: 1
Net charge: +1

| no. | HOMO-LUMO gap (eV) | highest occupied orbital energy (eV) |
| --- | --- | --- |
| 1 | 7.65 | -9.56 |
| 2 | 10.01 | -9.35 |
| 3 | 6.72 | -7.08 |
| 4 | 9.64 | -9.03 |
| 5 | 5.31 | -12.43 |